C2H7OP | ωB97M-V/def2-TZVPD

The orbital gap (alpha / beta) comes out at 9.872 / 9.871 eV. For the energy relative to the best compared isomer or geometry (same formula, charge and spin), the calculation gives 110.92 kJ/mol. Its SMILES is C=PC.O.

Geometry (Å):
C -2.1949 -1.1110 0.1147
H -2.9985 -0.3951 0.1577
H -2.4760 -2.1446 0.2423
H -0.8880 1.5542 0.7228
H 4.4650 -0.6754 0.3105
H 0.2397 1.5364 -0.6387
H -1.5029 1.4425 -0.9372
P -0.6006 -0.7169 -0.1497
C -0.7014 1.1398 -0.2672
O 3.6356 -0.4574 -0.1187
H 3.0220 -0.1727 0.5636

Atomic partial charges in e from the Löwdin method, atoms 1 to 6:
1 C -0.394
2 H -0.011
3 H -0.031
4 H 0.023
5 H 0.029
6 H 0.006

***

C2H7OPS | ωB97M-V/def2-TZVPD

The orbital gap comes out at 7.593 eV. For the energy relative to the best compared isomer or geometry (same formula, charge and spin), the calculation gives 286.40 kJ/mol. Its SMILES is CSC.O=P.

Geometry (Å):
H 0.5457 -0.0619 -1.2771
C -0.3332 0.5194 -1.0066
O 2.7184 0.3795 -1.2661
H -0.4090 1.6512 -1.2878
P 3.4591 -0.1516 -0.1298
H -1.2806 0.0468 -1.0742
C -0.3896 -0.7802 1.4388
H -1.0161 -0.6181 2.4025
S -0.0527 0.9127 0.7888
H 0.4116 -1.3647 1.6295
H 3.7379 1.0849 0.7382
H -0.9741 -1.2103 0.5815

Atomic partial charges in e from the Löwdin method, atoms 1 to 6:
1 H -0.011
2 C -0.396
3 O -0.609
4 H 0.062
5 P 0.752
6 H 0.006

***

C2H7OPS | ωB97M-V/def2-TZVPD

The orbital gap comes out at 9.310 eV. For the energy relative to the best compared isomer or geometry (same formula, charge and spin), the calculation gives 303.87 kJ/mol. Its SMILES is C=O.CPS.

Geometry (Å):
H 0.1892 1.9046 -0.9466
O -0.3305 -1.9933 0.8284
H -2.2716 1.1602 -1.0120
H 1.0369 0.1516 1.5405
H -1.5078 -2.2057 -0.7157
H 0.2881 -1.8395 -1.0909
H 2.2060 0.6880 0.3923
P 0.1287 0.5933 -0.7158
C 1.2587 0.8103 0.7975
H 1.1976 1.8872 0.9402
C -0.4827 -2.0270 -0.3499
S -1.7125 0.8703 0.3320

Atomic partial charges in e from the Löwdin method, atoms 1 to 6:
1 H -0.141
2 O -0.052
3 H -0.108
4 H -0.013
5 H 0.084
6 H 0.021

***

C2H7OS | ωB97M-V/def2-TZVPD

The charge is -1. The orbital gap comes out at 7.207 eV. For the energy relative to the best compared isomer or geometry (same formula, charge and spin), the calculation gives 192.96 kJ/mol.

Geometry (Å):
H -0.8157 3.2808 0.1532
H 1.4262 -2.4646 -1.0618
S -1.1309 0.8339 1.4048
C 1.1318 -2.0354 -0.1392
C -1.0354 2.2605 0.0608
H 2.0614 -1.7233 0.4323
H -1.9684 2.1882 -0.3802
H -0.3409 1.9670 -0.7086
O 0.1903 -1.1744 -0.6532
H -0.1737 -0.4565 0.2569
H 0.6553 -2.6764 0.6351

Atomic partial charges in e from the Löwdin method, atoms 1 to 6:
1 H -0.031
2 H 0.041
3 S 0.118
4 C -0.316
5 C -0.541
6 H 0.066

***

C2H7OS | ωB97M-V/def2-TZVPD

The charge is -1. The orbital gap comes out at 5.474 eV. For the energy relative to the best compared isomer or geometry (same formula, charge and spin), the calculation gives 213.21 kJ/mol.

Geometry (Å):
H -1.1853 -1.8911 0.8815
H -2.4036 -0.6127 0.9164
H -0.8147 2.2081 -0.8630
C -0.4847 1.2260 -1.1144
C -1.5829 -1.0321 0.3251
S -0.1788 0.1532 0.1776
H 2.1834 -0.2034 0.6246
H 3.5384 0.4863 0.5987
O 2.9534 0.0020 1.1870
H -0.0718 0.9300 -2.0731
H -1.9533 -1.2663 -0.6603

Atomic partial charges in e from the Löwdin method, atoms 1 to 6:
1 H -0.004
2 H -0.004
3 H -0.117
4 C -0.627
5 C -0.475
6 S 0.518

***

C2H7OS | ωB97M-V/def2-TZVPD

The charge is -1. The orbital gap comes out at 6.028 eV. For the energy relative to the best compared isomer or geometry (same formula, charge and spin), the calculation gives 203.11 kJ/mol.

Geometry (Å):
H 1.0650 1.2581 0.8401
H -0.2729 0.4734 1.7557
H 0.2732 -0.2169 0.1300
C 0.5722 0.3219 1.0991
H -1.7147 0.3440 -1.0449
O -0.1640 -1.0433 -1.2640
S 1.8931 -0.6945 1.8726
H 1.4757 -0.5890 3.1416
H -1.6703 -0.5120 -2.5614
H -0.4807 0.7871 -2.1910
C -0.9765 -0.1289 -1.7779

Atomic partial charges in e from the Löwdin method, atoms 1 to 6:
1 H 0.000
2 H 0.013
3 H -0.023
4 C -0.499
5 H 0.034
6 O -0.415

***

C2H7OS | ωB97M-V/def2-TZVPD

The charge is -1. The orbital gap comes out at 5.195 eV. For the energy relative to the best compared isomer or geometry (same formula, charge and spin), the calculation gives 239.82 kJ/mol.

Geometry (Å):
C -0.2275 -0.6550 -0.0505
H -1.0230 -0.0061 -1.9819
O -1.6817 2.4327 0.6869
H -1.1166 -1.7557 -1.7254
C -0.4834 -0.8617 -1.5287
H -1.6125 2.0767 -0.2001
H -1.0704 -0.3525 0.5624
S 1.3562 -0.7064 0.5222
H 0.4587 -1.0720 -2.0166
H -1.7265 1.6578 1.2710
H 2.0512 0.4347 0.2742

Atomic partial charges in e from the Löwdin method, atoms 1 to 6:
1 C -0.852
2 H 0.023
3 O -0.090
4 H 0.026
5 C -0.315
6 H 0.013

***

C2H7OS | ωB97M-V/def2-TZVPD

The spin multiplicity is 2. The expectation value of S² is 0.76. The orbital gap (alpha / beta) comes out at 8.195 / 8.290 eV. For the energy relative to the best compared isomer or geometry (same formula, charge and spin), the calculation gives 310.81 kJ/mol.

Geometry (Å):
H 1.7212 -2.4855 0.1096
H 1.8027 -0.5922 -1.3794
H 1.0951 -1.0931 0.6608
C 1.4056 0.0663 -0.5113
H 1.8715 0.9876 -0.3415
O 1.2415 -2.0365 0.9276
H -1.9909 0.7500 1.2534
H -2.0765 2.2230 -0.0340
S -0.3104 0.4918 -0.7588
C -1.9342 1.1509 0.2109
H -2.8257 0.5376 -0.1372

Atomic partial charges in e from the Löwdin method, atoms 1 to 6:
1 H 0.096
2 H 0.069
3 H -0.086
4 C -0.425
5 H -0.032
6 O -0.158

***

C2H7OS2 | ωB97M-V/def2-TZVPD

The charge is -1. The orbital gap comes out at 6.052 eV. For the energy relative to the best compared isomer or geometry (same formula, charge and spin), the calculation gives 227.94 kJ/mol.

Geometry (Å):
O -0.9081 3.1666 -0.9228
S 1.6000 -0.7793 -0.4106
H -1.2130 -0.5020 -1.0613
C -1.4769 -0.9666 -0.0976
H -1.9345 -1.9737 -0.2736
H 0.1591 1.5014 3.1832
S 0.0444 -1.3553 0.8252
H -2.2946 -0.2916 0.4001
H -0.4308 1.2509 -1.3845
H -1.0994 1.6105 0.3555
H 0.3293 1.0678 3.7838
C -0.6168 1.9927 -0.6113

Atomic partial charges in e from the Löwdin method, atoms 1 to 6:
1 O -0.087
2 S -0.338
3 H -0.024
4 C -0.601
5 H 0.004
6 H 0.005

***

C2H7PS2 | ωB97M-V/def2-TZVPD

The orbital gap comes out at 9.912 eV. For the energy relative to the best compared isomer or geometry (same formula, charge and spin), the calculation gives 179.11 kJ/mol. Its SMILES is PCC(S)S.

Geometry (Å):
C -0.7664 0.1378 0.3143
H 1.2128 -0.9530 1.1756
H 0.2603 1.4980 -0.9343
H 1.6716 1.0347 1.2697
C 0.3259 0.4334 -0.6074
S -2.3665 0.8340 -0.1929
H -2.0803 -1.9567 -0.2152
H -2.1127 2.2411 -0.2897
H -0.6309 0.6217 1.3234
H 0.1130 -0.1278 -1.5245
P 1.9312 -0.0793 0.3832
S -1.0557 -1.7581 0.6469

Atomic partial charges in e from the Löwdin method, atoms 1 to 6:
1 C -1.138
2 H -0.188
3 H 0.075
4 H -0.094
5 C -0.580
6 S 0.624

***

C2H7S | ωB97M-V/def2-TZVPD

The charge is -1. The orbital gap comes out at 6.941 eV. For the energy relative to the best compared isomer or geometry (same formula, charge and spin), the calculation gives 18.73 kJ/mol.

Geometry (Å):
H -2.7515 0.2089 0.1296
H 2.7559 0.4186 0.6896
H -1.1484 0.8055 0.6085
C -1.6795 -0.0060 0.1196
H -1.0681 0.6338 -1.8045
S 1.4319 0.1655 0.6291
H -0.0237 -0.5981 -1.1758
H -1.6633 -1.0722 -1.8069
C -1.0807 -0.3208 -1.2682
H -1.4909 -0.9017 0.7183

Atomic partial charges in e from the Löwdin method, atoms 1 to 6:
1 H 0.043
2 H -0.466
3 H -0.009
4 C -0.255
5 H 0.049
6 S -0.145

***

C2H7S2 | ωB97M-V/def2-TZVPD

The charge is -1. The orbital gap comes out at 6.592 eV. For the energy relative to the best compared isomer or geometry (same formula, charge and spin), the calculation gives 30.98 kJ/mol.

Geometry (Å):
S -1.5169 -0.8835 -0.8103
H -1.1592 3.2329 -1.1650
H -1.2961 0.5322 -0.8420
H -0.3885 0.0769 1.0611
C -0.3162 -0.8880 0.5345
H 1.7713 -0.9250 1.0270
C 1.1747 -0.8473 0.1174
H 1.3963 -1.6234 -0.6153
H -0.6167 -1.6109 1.2957
H 1.2180 0.1328 -0.3708
S -0.2668 2.8032 -0.2325

Atomic partial charges in e from the Löwdin method, atoms 1 to 6:
1 S 0.554
2 H -0.440
3 H -0.180
4 H 0.020
5 C -0.718
6 H 0.059

***

C2H7S2 | ωB97M-V/def2-TZVPD

The charge is -1. The orbital gap comes out at 5.371 eV. For the energy relative to the best compared isomer or geometry (same formula, charge and spin), the calculation gives 92.25 kJ/mol.

Geometry (Å):
S 3.8522 -0.3220 -0.0795
C -1.1892 0.5862 1.3186
H 4.3344 -1.4935 0.2606
S -2.4583 -0.0079 0.1819
H -1.2057 0.9223 -1.6911
H -2.7474 0.2263 -2.0655
H -1.5122 1.6123 1.6134
H -1.2598 0.1849 2.2924
C -1.8734 0.1109 -1.5151
H -1.4025 -0.8211 -1.8752
H -0.1326 0.4641 1.0065

Atomic partial charges in e from the Löwdin method, atoms 1 to 6:
1 S -0.431
2 C -0.437
3 H -0.553
4 S 0.713
5 H 0.031
6 H -0.015

***

C2H8AgBrN4O2 | ωB97M-V/def2-TZVPD

The orbital gap comes out at 6.617 eV. For the energy relative to the best compared isomer or geometry (same formula, charge and spin), the calculation gives 48.15 kJ/mol.

Geometry (Å):
H -0.0900 0.1054 2.7066
Br -2.3762 -1.0066 0.8016
H -0.0218 -1.2578 -1.0244
N 0.7523 -0.7123 -1.3617
O 2.5665 -0.5765 -2.6877
H 1.0573 0.0719 -0.8158
N 0.1151 0.9820 3.1491
H -0.0367 -2.3602 -3.0012
C 1.4635 -1.0683 -2.4651
O 0.3750 3.2119 2.8934
C 0.0394 2.1320 2.4142
H 1.2764 -2.1902 -4.1443
N 0.8003 -1.9070 -3.3081
Ag -4.8696 -2.3055 0.2795
H 0.6108 1.0667 4.0160
N -0.4097 1.9571 1.1400
H -0.6859 1.0592 0.7922
H -0.5668 2.7982 0.6158

Atomic partial charges in e from the Löwdin method, atoms 1 to 6:
1 H 0.055
2 Br -0.322
3 H 0.022
4 N 0.142
5 O 0.015
6 H 0.092

***

C2H8BBr2Na3 | ωB97M-V/def2-TZVPD

The charge is +2. The orbital gap comes out at 6.713 eV.

Geometry (Å):
Br 2.0157 -7.3789 0.7752
B 3.2506 -11.6976 4.2912
Na 5.0239 -10.3934 6.0402
Na 5.1365 -13.1964 3.9916
H 3.0016 -8.7132 3.2857
C 2.1857 -8.0286 3.4828
H 1.2275 -8.5373 3.4602
H 3.0146 -6.1555 2.7515
Br 2.4353 -7.4629 5.3649
H 2.3753 -10.9255 4.5650
H 1.3093 -6.1786 2.8669
C 2.1573 -6.8080 2.6011
H 3.4397 -12.3746 5.2084
H 3.0097 -12.2681 3.2780
Na 1.2789 -11.9573 6.2326
H 4.2379 -11.0388 4.1784

Atomic partial charges in e from the Löwdin method, atoms 1 to 6:
1 Br 0.708
2 B -0.360
3 Na 0.757
4 Na 0.749
5 H 0.030
6 C -0.682

***

C2H8BN | ωB97M-V/def2-TZVPD

The orbital gap comes out at 10.490 eV. For the energy relative to the best compared isomer or geometry (same formula, charge and spin), the calculation gives 142.71 kJ/mol. Its SMILES is BN(C)C.

Geometry (Å):
C 0.9623 0.1718 0.8938
H 1.6212 -0.7168 0.9973
B 0.0196 -1.4042 -0.7649
H -0.8571 -1.5723 -1.5571
H -1.9957 0.6070 -0.8024
H -0.6112 1.7828 -0.8249
H -1.2289 1.1134 0.6935
H 1.7153 0.8665 0.5513
H 0.4815 0.4492 1.7380
N -0.0519 -0.1609 -0.1580
H 0.9835 -1.9610 -0.4398
C -1.0386 0.8245 -0.3268

Atomic partial charges in e from the Löwdin method, atoms 1 to 6:
1 C -0.053
2 H 0.080
3 B -0.139
4 H 0.040
5 H 0.088
6 H 0.120

***

C2H8BNO | ωB97M-V/def2-TZVPD

The orbital gap comes out at 7.706 eV. For the energy relative to the best compared isomer or geometry (same formula, charge and spin), the calculation gives 352.16 kJ/mol.

Geometry (Å):
B 0.1327 -0.9311 0.0967
H 1.2569 -1.1522 1.8298
H -1.8762 1.1367 -0.6363
H 0.3649 0.8651 -1.5294
H 2.3878 -0.8975 0.5496
C -1.1038 1.8189 -0.6215
H 1.8283 -2.3893 0.5510
C 1.4505 -1.4084 0.8167
N 0.1537 1.1351 -0.5949
H -1.6924 -1.8677 0.4898
O -1.0904 -1.3007 0.0272
H -0.9997 2.4831 -1.4354
H -1.2503 2.3349 0.2554

Atomic partial charges in e from the Löwdin method, atoms 1 to 6:
1 B -0.280
2 H 0.055
3 H 0.031
4 H -0.014
5 H 0.066
6 C -0.244

***

C2H8BrO2 | ωB97M-V/def2-TZVPD

The charge is -1. The orbital gap comes out at 8.146 eV. For the energy relative to the best compared isomer or geometry (same formula, charge and spin), the calculation gives 8.66 kJ/mol.

Geometry (Å):
C -2.5889 0.1196 2.0673
H -3.0914 -0.7406 2.5196
H -1.5347 -0.8270 0.7601
C 2.2628 0.6651 -2.1221
H 1.2315 0.9170 -1.8615
H 2.1013 -0.9722 -1.1087
H 2.9583 1.2896 -1.5478
H -3.2361 0.9954 2.0588
H -1.6965 0.3616 2.6538
O 2.5101 -0.7191 -1.9537
O -2.2382 -0.1596 0.7242
Br 0.9081 -1.8438 0.9868
H 2.4138 0.9141 -3.1769

Atomic partial charges in e from the Löwdin method, atoms 1 to 6:
1 C -0.198
2 H 0.068
3 H -0.060
4 C -0.199
5 H 0.073
6 H -0.083

***

C2H8CaIO2 | ωB97M-V/def2-TZVPD

The charge is +1. The orbital gap comes out at 5.545 eV. For the energy relative to the best compared isomer or geometry (same formula, charge and spin), the calculation gives 0.00 kJ/mol.

Geometry (Å):
H -2.5960 1.8099 -1.3931
H -3.1076 1.7709 0.2999
Ca 4.1121 0.9918 -1.9997
C 1.7240 -3.0925 0.9299
O 0.6849 -2.2051 1.2915
H 1.7994 -3.8319 1.7193
H -0.8797 2.6201 -0.0987
C -2.7863 2.4306 -0.5108
I 1.4698 0.8876 -0.7591
H 0.6000 -1.5482 0.5949
H 2.6879 -2.5701 0.8368
H 1.5145 -3.5939 -0.0211
O -1.6378 3.2068 -0.1403
H -3.5854 3.1239 -0.7494

Atomic partial charges in e from the Löwdin method, atoms 1 to 6:
1 H 0.072
2 H 0.077
3 Ca 1.205
4 C -0.175
5 O -0.143
6 H 0.082

***

C2H8Cl2N3OP | ωB97M-V/def2-TZVPD

The orbital gap comes out at 10.840 eV. For the energy relative to the best compared isomer or geometry (same formula, charge and spin), the calculation gives 168.21 kJ/mol. Its SMILES is [H]/N=C(/C)Cl.NP(N)(=O)Cl.

Geometry (Å):
H 1.8719 0.5230 -1.7270
H -1.4934 0.6664 -1.4702
Cl 3.5787 -0.6305 0.0444
C 1.2228 -1.9201 0.3881
P -1.4105 0.8800 0.6135
N 1.3551 -0.2023 -1.2685
H -1.6056 2.8701 0.9131
H 1.0674 -2.8790 -0.0676
N -1.8803 -0.0670 -0.8035
H -1.4949 -0.9369 -0.9506
O -0.0276 0.7576 1.2354
H -0.5795 2.4393 -0.4179
N -1.5149 2.4688 -0.0175
H 1.6802 -2.2230 1.3861
C 1.9692 -0.8390 -0.3670
Cl -2.9014 0.6354 2.0426
H 0.1628 -1.5427 0.4664

Atomic partial charges in e from the Löwdin method, atoms 1 to 6:
1 H 0.042
2 H 0.056
3 Cl 0.724
4 C -0.123
5 P 0.196
6 N 0.075